1.
DFT (ωB97M-V/def2-TZVPD) results for a structure of composition C39H25AsAuF5N2O3S2.

## Properties
Electronic energy in eV: -149755.6166
Max |F| in hartree/bohr: 0.007

The geometry in ORCA input format:
```
! RIJCOSX wB97M-V def2-TZVPD def2/J DEFGRID3
* xyz 0 1
Au -0.35 0.55 1.38
S 1.91 1.09 1.43
C 2.47 0.60 3.03
C 3.66 1.14 3.52
C 4.14 0.75 4.76
C 3.45 -0.16 5.55
C 2.27 -0.70 5.08
C 1.80 -0.32 3.83
As 0.17 -0.97 3.08
C -1.21 -0.90 4.41
C -1.38 -1.95 5.29
C -2.34 -1.86 6.29
C -3.13 -0.72 6.38
C -2.95 0.33 5.49
C -1.99 0.25 4.50
C 0.41 -2.80 2.59
C 1.69 -3.28 2.36
C 1.86 -4.61 1.97
C 0.75 -5.43 1.83
C -0.53 -4.94 2.06
C -0.71 -3.62 2.43
H 4.19 1.87 2.93
H 5.07 1.19 5.12
H 3.83 -0.44 6.52
H 1.70 -1.40 5.68
H -0.77 -2.85 5.21
H -2.48 -2.68 6.98
H -3.88 -0.65 7.15
H -3.57 1.22 5.56
H -1.86 1.07 3.80
H 2.55 -2.63 2.47
H 2.85 -4.99 1.79
H 0.89 -6.47 1.54
H -1.39 -5.59 1.94
H -1.70 -3.22 2.59
O -0.53 3.41 2.29
S -0.62 3.59 0.86
O -1.44 4.68 0.38
N -1.02 2.18 0.14
C -2.32 2.01 -0.35
C -3.33 2.86 -0.66
C -4.63 2.10 -0.95
C -4.76 -0.65 -0.54
C -3.74 -1.47 -0.24
C -3.72 -2.92 -0.33
C -2.54 -3.50 -0.58
C -1.33 -2.68 -0.71
N -1.24 -1.43 -0.50
C -2.42 -0.72 0.00
C 1.03 3.86 0.26
C 1.49 3.29 -0.91
C 2.78 3.57 -1.34
C 3.59 4.41 -0.60
C 3.12 4.99 0.57
C 1.83 4.71 1.01
H -3.29 3.93 -0.60
H -5.45 2.53 -0.37
H -5.77 -0.94 -0.77
H -4.64 -3.48 -0.27
H -2.45 -4.57 -0.72
H -0.41 -3.19 -0.99
H 0.84 2.62 -1.47
H 3.15 3.12 -2.25
H 4.60 4.62 -0.94
H 3.75 5.65 1.15
H 1.46 5.14 1.93
F -5.15 1.21 -4.54
C -4.54 1.34 -3.35
C -3.21 0.77 -3.29
F -2.62 0.67 -4.49
C -2.47 0.50 -2.21
F -1.17 0.27 -2.45
C -2.77 0.61 -0.73
O -2.17 -0.46 1.35
C -4.25 0.74 -0.35
F -4.37 0.97 1.03
C -5.13 1.99 -2.35
F -6.37 2.47 -2.55
*
```

Want to see where the charge sits? The Löwdin charges in e are: number 1, Au, carries 0.88; number 2, S, carries 0.69; number 3, C, carries -0.65; number 4, C, carries -0.10; number 5, C, carries -0.07; number 6, C, carries -0.08; number 7, C, carries -0.09; number 8, C, carries -0.40; number 9, As, carries 1.29; number 10, C, carries -0.35; number 11, C, carries -0.11; number 12, C, carries -0.08; number 13, C, carries -0.07; number 14, C, carries -0.06; number 15, C, carries -0.09; number 16, C, carries -0.35; number 17, C, carries -0.08; number 18, C, carries -0.07; number 19, C, carries -0.07; number 20, C, carries -0.08; number 21, C, carries -0.11; number 22, H, carries 0.11; number 23, H, carries 0.11; number 24, H, carries 0.10; number 25, H, carries 0.11; number 26, H, carries 0.10; number 27, H, carries 0.11; number 28, H, carries 0.11; number 29, H, carries 0.11; number 30, H, carries 0.09; number 31, H, carries 0.11; number 32, H, carries 0.11; number 33, H, carries 0.11; number 34, H, carries 0.11; number 35, H, carries 0.11; number 36, O, carries -0.35; number 37, S, carries 0.58; number 38, O, carries -0.28; number 39, N, carries -0.22; number 40, C, carries -0.25; number 41, C, carries 0.05; number 42, C, carries -0.10; number 43, C, carries 0.12; number 44, C, carries -0.11; number 45, C, carries -0.01; number 46, C, carries -0.05; number 47, C, carries -0.13; number 48, N, carries 0.12; number 49, C, carries -0.48; number 50, C, carries -0.35; number 51, C, carries -0.11; number 52, C, carries -0.08; number 53, C, carries -0.08; number 54, C, carries -0.07; number 55, C, carries -0.07; number 56, H, carries 0.10; number 57, H, carries 0.16; number 58, H, carries 0.13; number 59, H, carries 0.12; number 60, H, carries 0.10; number 61, H, carries 0.12; number 62, H, carries 0.11; number 63, H, carries 0.11; number 64, H, carries 0.10; number 65, H, carries 0.10; number 66, H, carries 0.12; number 67, F, carries 0.11; number 68, C, carries -0.14; number 69, C, carries -0.12; number 70, F, carries 0.10; number 71, C, carries -0.11; number 72, F, carries 0.10; number 73, C, carries -0.17; number 74, O, carries -0.26; number 75, C, carries -0.32; number 76, F, carries 0.05; number 77, C, carries -0.15; number 78, F, carries 0.09


2.
DFT (ωB97M-V/def2-TZVPD) results for a cluster of 2 separate species, C3H12N3OS in total.

## Properties
Electronic energy in eV: -20640.2374
Max |F| in hartree/bohr: 0.020

The geometry in ORCA input format:
```
! RIJCOSX wB97M-V def2-TZVPD def2/J DEFGRID3
* xyz 2 2
N 1.24 -2.89 0.54
C 1.79 -1.91 -0.24
N 1.79 -0.60 0.34
O 2.18 -2.06 -1.36
H 1.30 -2.76 1.53
H 1.50 -3.83 0.29
H 2.60 -0.06 0.03
H 1.62 -0.59 1.33
C -1.54 0.88 -0.50
C -1.21 2.09 0.37
S -2.74 2.72 1.20
N -0.29 0.41 -1.18
H -2.24 1.16 -1.29
H -1.90 0.07 0.12
H -0.87 2.94 -0.22
H -0.44 1.87 1.11
H -2.88 1.63 1.99
H -0.50 -0.33 -1.87
H 0.49 0.07 -0.47
H 0.09 1.19 -1.72
*
```

Want to see where the charge sits? The natural (NBO) charges in e are: number 1, N, carries -0.83; number 2, C, carries 0.76; number 3, N, carries -0.91; number 4, O, carries -0.56; number 5, H, carries 0.39; number 6, H, carries 0.44; number 7, H, carries 0.44; number 8, H, carries 0.40; number 9, C, carries -0.24; number 10, C, carries -0.59; number 11, S, carries 0.82; number 12, N, carries -0.71; number 13, H, carries 0.26; number 14, H, carries 0.24; number 15, H, carries 0.28; number 16, H, carries 0.29; number 17, H, carries 0.16; number 18, H, carries 0.47; number 19, H, carries 0.46; number 20, H, carries 0.44


3.
DFT (ωB97M-V/def2-TZVPD) results for a structure of composition C44H48Cl3N8O6OsTe.

## Properties
Electronic energy in eV: -117941.0502
ΔE to the lowest compared entry with this formula, charge and spin in kcal per mole: 0.00
Max |F| in hartree/bohr: 0.023

The geometry in ORCA input format:
```
! RIJCOSX wB97M-V def2-TZVPD def2/J DEFGRID3
* xyz 0 2
Os 0.15 -0.05 -0.13
Cl 6.08 -0.83 4.57
C 4.86 -0.70 3.34
C 3.55 -1.02 3.64
C 2.59 -0.90 2.65
Cl 0.95 -1.30 2.97
C 2.90 -0.46 1.35
O 1.99 -0.33 0.42
C 4.25 -0.15 1.10
Cl 4.70 0.36 -0.49
C 5.22 -0.26 2.07
H 3.27 -1.37 4.62
H 6.24 -0.02 1.84
C -0.59 1.36 -2.64
N -0.68 1.45 -4.08
C -1.45 0.32 -4.60
N -0.82 -0.95 -4.26
C -0.73 -1.07 -2.82
N 0.08 0.06 -2.20
C 1.46 0.02 -2.86
N 1.34 0.13 -4.30
C 0.68 1.39 -4.64
C 0.54 -0.97 -4.82
H -1.58 1.39 -2.20
H 0.00 2.18 -2.27
H -1.52 0.41 -5.68
H -2.45 0.35 -4.18
H -0.25 -2.01 -2.58
H -1.73 -1.05 -2.40
H 1.92 -0.92 -2.58
H 2.03 0.84 -2.46
H 0.61 1.48 -5.73
H 1.27 2.22 -4.25
H 1.02 -1.91 -4.56
H 0.47 -0.88 -5.90
C -7.23 5.73 1.81
C -5.95 4.94 1.72
C -5.57 4.08 2.74
C -4.40 3.33 2.68
C -4.02 2.46 3.84
C -3.59 3.46 1.53
Te -1.81 2.25 1.50
N 0.22 1.88 0.37
C 1.11 2.75 -0.24
O 2.01 2.25 -0.91
C 1.15 4.24 -0.08
C 2.38 4.85 -0.37
C 2.53 6.22 -0.29
C 1.45 7.02 0.06
C 0.22 6.43 0.33
C 0.08 5.05 0.26
C -0.92 3.57 2.94
C -1.32 4.90 3.00
C -0.79 5.76 3.94
C 0.15 5.29 4.84
C 0.54 3.96 4.80
C 0.02 3.08 3.85
C 0.48 1.65 3.83
C -3.97 4.29 0.48
C -3.18 4.44 -0.80
C -5.14 5.03 0.60
H -7.77 5.50 2.72
H -7.88 5.52 0.96
H -7.02 6.80 1.80
H -6.19 4.00 3.63
H -4.79 2.50 4.61
H -3.08 2.78 4.29
H -3.91 1.41 3.55
H 3.21 4.21 -0.65
H 3.49 6.67 -0.50
H 1.57 8.09 0.12
H -0.63 7.05 0.59
H -0.88 4.62 0.45
H -2.07 5.28 2.31
H -1.11 6.80 3.97
H 0.58 5.95 5.59
H 1.27 3.59 5.51
H 1.13 1.43 4.67
H 1.04 1.46 2.91
H -0.36 0.96 3.85
H -2.42 3.67 -0.92
H -2.67 5.41 -0.84
H -3.84 4.38 -1.66
H -5.44 5.68 -0.22
O -4.05 -0.77 -0.17
C -2.93 -0.41 -0.20
N -1.81 0.02 -0.29
C -2.75 -4.00 -1.29
C -2.61 -4.47 0.15
C -1.19 -4.31 0.75
C -1.18 -4.85 2.19
C 0.21 -4.98 2.80
C -0.24 -5.14 -0.08
O -0.31 -6.35 -0.15
N 0.73 -4.45 -0.75
C 0.89 -3.06 -0.82
O 1.77 -2.64 -1.55
N 0.04 -2.26 -0.11
C -0.88 -2.81 0.75
O -1.52 -2.10 1.51
H -3.77 -4.15 -1.64
H -2.08 -4.55 -1.96
H -2.52 -2.93 -1.38
H -2.86 -5.53 0.23
H -3.29 -3.91 0.80
H -1.66 -5.83 2.16
H -1.81 -4.18 2.78
H 0.80 -5.72 2.27
H 0.14 -5.29 3.84
H 0.74 -4.03 2.77
H 1.38 -4.98 -1.30
*
```

Results of the Löwdin charge analysis, in e, for atoms 1 through 99: number 1, Os, carries 1.51; number 2, Cl, carries 0.66; number 3, C, carries -0.68; number 4, C, carries -0.13; number 5, C, carries -0.55; number 6, Cl, carries 0.84; number 7, C, carries -0.43; number 8, O, carries -0.30; number 9, C, carries -0.57; number 10, Cl, carries 0.75; number 11, C, carries -0.13; number 12, H, carries 0.11; number 13, H, carries 0.11; number 14, C, carries -0.16; number 15, N, carries -0.08; number 16, C, carries -0.16; number 17, N, carries -0.07; number 18, C, carries -0.16; number 19, N, carries -0.17; number 20, C, carries -0.13; number 21, N, carries -0.07; number 22, C, carries -0.15; number 23, C, carries -0.15; number 24, H, carries 0.11; number 25, H, carries 0.11; number 26, H, carries 0.13; number 27, H, carries 0.13; number 28, H, carries 0.10; number 29, H, carries 0.10; number 30, H, carries 0.10; number 31, H, carries 0.10; number 32, H, carries 0.13; number 33, H, carries 0.13; number 34, H, carries 0.14; number 35, H, carries 0.13; number 36, C, carries -0.04; number 37, C, carries -0.26; number 38, C, carries 0.00; number 39, C, carries -0.30; number 40, C, carries -0.07; number 41, C, carries -0.36; number 42, Te, carries 1.78; number 43, N, carries -0.26; number 44, C, carries -0.54; number 45, O, carries -0.01; number 46, C, carries -0.12; number 47, C, carries -0.01; number 48, C, carries -0.07; number 49, C, carries -0.08; number 50, C, carries -0.07; number 51, C, carries -0.07; number 52, C, carries -0.39; number 53, C, carries -0.14; number 54, C, carries -0.07; number 55, C, carries -0.07; number 56, C, carries -0.04; number 57, C, carries -0.30; number 58, C, carries -0.12; number 59, C, carries -0.30; number 60, C, carries -0.06; number 61, C, carries -0.01; number 62, H, carries 0.08; number 63, H, carries 0.08; number 64, H, carries 0.08; number 65, H, carries 0.12; number 66, H, carries 0.08; number 67, H, carries 0.07; number 68, H, carries 0.07; number 69, H, carries 0.12; number 70, H, carries 0.11; number 71, H, carries 0.10; number 72, H, carries 0.11; number 73, H, carries 0.03; number 74, H, carries 0.10; number 75, H, carries 0.11; number 76, H, carries 0.11; number 77, H, carries 0.11; number 78, H, carries 0.09; number 79, H, carries 0.05; number 80, H, carries 0.04; number 81, H, carries 0.03; number 82, H, carries 0.09; number 83, H, carries 0.09; number 84, H, carries 0.13; number 85, O, carries 0.13; number 86, C, carries -0.50; number 87, N, carries -0.18; number 88, C, carries -0.06; number 89, C, carries -0.16; number 90, C, carries -0.30; number 91, C, carries -0.17; number 92, C, carries -0.07; number 93, C, carries -0.44; number 94, O, carries 0.10; number 95, N, carries 0.22; number 96, C, carries -0.53; number 97, O, carries 0.04; number 98, N, carries 0.03; number 99, C, carries -0.48


Question: max |F| of number 2 (C3H12N3OS)?
Answer: 0.020 hartree/bohr


Question: Which value of electronic energy does entry 3 give?
Answer: -117941.0502 eV


Question: The highest electronic energy belongs to which entry?
Answer: C3H12N3OS


Repeat the second record exactly.
DFT (ωB97M-V/def2-TZVPD) results for a cluster of 2 separate species, C3H12N3OS in total.

## Properties
Electronic energy in eV: -20640.2374
Max |F| in hartree/bohr: 0.020

The geometry in ORCA input format:
```
! RIJCOSX wB97M-V def2-TZVPD def2/J DEFGRID3
* xyz 2 2
N 1.24 -2.89 0.54
C 1.79 -1.91 -0.24
N 1.79 -0.60 0.34
O 2.18 -2.06 -1.36
H 1.30 -2.76 1.53
H 1.50 -3.83 0.29
H 2.60 -0.06 0.03
H 1.62 -0.59 1.33
C -1.54 0.88 -0.50
C -1.21 2.09 0.37
S -2.74 2.72 1.20
N -0.29 0.41 -1.18
H -2.24 1.16 -1.29
H -1.90 0.07 0.12
H -0.87 2.94 -0.22
H -0.44 1.87 1.11
H -2.88 1.63 1.99
H -0.50 -0.33 -1.87
H 0.49 0.07 -0.47
H 0.09 1.19 -1.72
*
```

Want to see where the charge sits? The natural (NBO) charges in e are: number 1, N, carries -0.83; number 2, C, carries 0.76; number 3, N, carries -0.91; number 4, O, carries -0.56; number 5, H, carries 0.39; number 6, H, carries 0.44; number 7, H, carries 0.44; number 8, H, carries 0.40; number 9, C, carries -0.24; number 10, C, carries -0.59; number 11, S, carries 0.82; number 12, N, carries -0.71; number 13, H, carries 0.26; number 14, H, carries 0.24; number 15, H, carries 0.28; number 16, H, carries 0.29; number 17, H, carries 0.16; number 18, H, carries 0.47; number 19, H, carries 0.46; number 20, H, carries 0.44